Entry from the Open Molecules 2025 dataset: a structure of composition C5H13NOP at a distorted geometry (ωB97M-V/def2-TZVPD).

```
! wB97M-V def2-TZVPD RIJCOSX def2/J DEFGRID3
* xyz 1 1
P 3.6099 -1.0014 -2.1759
O 2.4325 0.3171 -0.0653
N 0.0590 0.3921 0.3186
C -2.2875 -0.2068 0.8730
C -1.1993 -0.2278 -0.1940
C 2.6892 -0.9422 -0.6532
C -2.6644 1.2032 1.3209
C 1.1698 0.4184 -0.6192
H -3.5307 1.1521 1.9745
H 4.6784 -0.2390 -1.7166
H -0.1900 1.3506 0.6239
H 1.0268 0.7924 -1.6126
H -0.9830 -1.2520 -0.5054
H -1.8699 1.6871 1.8862
H -1.5103 0.3425 -1.0714
H 2.1092 -1.7723 -0.2756
H 0.3772 -0.0956 1.1697
H -3.1667 -0.6919 0.4495
H -1.9753 -0.7976 1.7363
H -2.9291 1.8276 0.4712
H 4.1541 -2.2566 -1.9346
*
```

Computed properties:
**E_tot**: -18211.4678 eV
**HOMO level (spin up / spin down)**: -12.0 / -12.3 eV
**M**: 134.1 g mol⁻¹
**Orbital gap (spin up / spin down)**: 7.934 / 8.357 eV
**ΔE to the lowest compared entry with this formula, charge and spin**: 346.3 kJ/mol

=====

Entry from the Open Molecules 2025 dataset: the ion C5H13NOP with charge +1 at a distorted geometry (ωB97M-V/def2-TZVPD).

```
! wB97M-V def2-TZVPD RIJCOSX def2/J DEFGRID3
* xyz 1 1
P -0.3122 -0.2161 0.4578
O 0.8176 0.9330 0.5107
N 0.3414 -1.5509 1.1082
C 1.5199 -1.6228 1.4878
C 0.4291 -1.0861 -2.0095
C 0.5641 2.2526 0.0519
C -0.7341 -0.5117 -1.3095
C -1.7802 0.3496 1.4146
H -1.7806 -1.1032 -1.4242
H 2.1414 -0.7127 1.4486
H 1.1016 -0.1510 -2.1430
H 1.9373 -2.5082 1.9479
H 0.8094 -2.0029 -1.5619
H -1.8012 1.3852 1.1749
H -0.8434 0.4735 -1.6200
H -1.5496 0.1051 2.5050
H -0.0777 2.3385 -0.7299
H 1.5114 2.5041 -0.2347
H 0.0830 2.8218 0.8442
H -2.5995 -0.2745 1.0930
H 0.2223 -1.4233 -3.0120
*
```

Computed properties:
**E_tot**: -18215.0011 eV
**HOMO level**: -15.0 eV
**SMILES string**: C=[N+]=[P@](C)(CC)OC
**M**: 134.1 g mol⁻¹
**Orbital gap**: 11.366 eV
**ΔE to the lowest compared entry with this formula, charge and spin**: 5.4 kJ/mol

=====

Entry from the Open Molecules 2025 dataset: the ion C5H13NP with charge +1 at a distorted geometry (ωB97M-V/def2-TZVPD).

```
! wB97M-V def2-TZVPD RIJCOSX def2/J DEFGRID3
* xyz 1 1
P 1.1486 -1.5423 -0.6502
N -1.0403 0.1630 0.0143
C -1.6068 -0.6356 1.1115
C -1.5832 -0.2555 -1.3530
C 2.5602 1.3148 0.2748
C 1.1139 1.0940 0.3183
C 0.4238 -0.0065 -0.1389
H -1.2734 1.0528 0.3241
H -1.3093 -0.1384 2.0673
H 0.0332 -2.2354 -0.1386
H 1.8548 -1.6592 0.5960
H 2.2234 1.4399 -0.9624
H -2.6798 0.0738 -1.3755
H -0.9861 0.2719 -2.1185
H -2.8038 -0.5185 1.0357
H -1.5961 -1.3307 -1.5772
H 0.4957 1.9415 0.7731
H -1.3296 -1.6748 1.0078
H 3.2682 0.5204 0.1895
H 3.0864 2.1246 0.6021
*
```

Computed properties:
**E_tot**: -16164.5449 eV
**HOMO level**: -12.7 eV
**SMILES string**: C/C=C(\P)[NH+](C)C
**M**: 118.1 g mol⁻¹
**Orbital gap**: 9.666 eV
**ΔE to the lowest compared entry with this formula, charge and spin**: 297.0 kJ/mol

=====

Entry from the Open Molecules 2025 dataset: the ion C5H13NP with charge +1 at a distorted geometry (ωB97M-V/def2-TZVPD).

```
! wB97M-V def2-TZVPD RIJCOSX def2/J DEFGRID3
* xyz 1 1
P 0.3454 -0.2659 -0.1702
N -2.4641 0.4182 -0.7336
C -1.4467 0.4368 0.0738
C 0.4546 -1.8155 -0.9724
C 1.1799 0.9169 -1.3260
C 1.2973 -0.3466 1.3922
C -1.6651 1.2584 1.3899
H 0.8671 1.9869 -0.9723
H 0.0390 -1.7420 -2.0164
H 0.2537 -2.7646 -0.5113
H -2.5718 1.8777 1.1205
H 1.5953 -1.9651 -1.1619
H -0.8562 1.7620 1.6798
H -2.6888 -0.2452 -1.4644
H 2.2724 0.6940 -1.1021
H -2.0340 0.5887 2.1129
H 0.8310 -1.1791 1.9125
H 0.9912 0.6741 -2.3935
H 2.2475 -0.8307 1.1037
H 1.3524 0.5413 2.0387
*
```

Computed properties:
**E_tot**: -16166.8700 eV
**HOMO level**: -13.7 eV
**M**: 118.1 g mol⁻¹
**Orbital gap**: 10.063 eV
**ΔE to the lowest compared entry with this formula, charge and spin**: 72.7 kJ/mol